ORCA calculation (wB97M-V/def2-TZVPD) on a structure of composition C15H20N7O4Pd.

Each line ends with the Mulliken charge.
CARTESIAN COORDINATES (ANGSTROEM)
1 Pd -0.67818 -0.84170 -2.38145  0.7948
2 C 2.31321 -5.35152 -2.48941  -0.8341
3 O 1.07230 -4.66190 -2.25758  -0.3227
4 C 0.97159 -3.36353 -2.42146  0.8065
5 O -0.12934 -2.84788 -2.19487  -0.5009
6 N 2.06214 -2.67373 -2.81987  0.0298
7 N 1.97699 -1.29023 -2.98464  -0.6340
8 H 2.10498 -6.39147 -2.26728  0.2378
9 H 3.08754 -4.98542 -1.81504  0.3804
10 H 2.61315 -5.26060 -3.53379  0.3718
11 H 2.91888 -3.15411 -3.04169  0.2218
12 H 2.11225 -1.03773 -3.95700  0.2692
13 H 2.66881 -0.82951 -2.40663  0.2531
14 O -0.75998 0.37170 -4.19695  -0.6462
15 N -1.28420 0.79002 -3.13532  0.3156
16 C -1.94628 1.88653 -2.94871  0.7340
17 C -2.47065 2.10334 -1.63559  -0.0373
18 N -2.88830 2.27843 -0.58104  -0.4028
19 C -2.14803 2.81786 -4.01213  -0.1026
20 N -2.30772 3.56494 -4.86828  -0.3101
21 C 2.28083 2.36606 3.45708  -1.0774
22 C 0.82226 2.38129 3.88538  -0.8081
23 N -0.06221 1.75324 2.89594  0.2242
24 C -0.99593 2.61682 2.17682  -0.7571
25 C -0.30301 3.54227 1.19026  -1.0032
26 C -0.09437 0.40690 2.88428  0.3402
27 O 0.54051 -0.29788 3.65239  -0.6180
28 C -0.91831 -0.30658 1.83759  -0.1949
29 C -1.82003 -1.28604 2.23624  -0.2111
30 C -2.45214 -2.05706 1.27826  -0.8779
31 C -2.12830 -1.87169 -0.05223  -0.4057
32 N -1.24607 -0.94151 -0.43203  0.1225
33 C -0.66677 -0.15734 0.48853  0.1970
34 H 2.89955 2.84098 4.21836  0.3825
35 H 2.42085 2.90542 2.51924  0.2767
36 H 2.62715 1.34099 3.33177  0.3069
37 H 0.46890 3.40283 4.02519  0.4257
38 H 0.70417 1.85151 4.83053  0.4211
39 H -1.54561 3.20432 2.91669  0.3497
40 H -1.73165 2.00178 1.66439  0.4769
41 H 0.42358 4.18436 1.68853  0.3948
42 H -1.03597 4.18061 0.69798  0.3996
43 H 0.22456 2.97148 0.42217  0.1509
44 H -2.00405 -1.44342 3.29089  0.5371
45 H -3.17047 -2.81716 1.54882  0.4325
46 H -2.55843 -2.48228 -0.83303  0.4849
47 H 0.03180 0.58663 0.12872  0.4060

## Properties
Energy in hartree: -1395.4101
E_HOMO in eV: -11.9291
LUMO in Ha: -0.1469
Total charge: +1
Kohn-Sham gap in eV: 7.9
ΔE to the lowest compared entry with this formula, charge and spin in kJ/mol: 0.0